Record 1
# C13H18Cl2N2O2S2

C13H18Cl2N2O2S2 as an isolated structure at a distorted geometry (ωB97M-V/def2-TZVPD, the Open Molecules 2025 dataset).

```
39
C13H18Cl2N2O2S2, DFT ωB97M-V/def2-TZVPD
O 0.37486 -0.83416 -3.54622
O 1.33141 1.02979 -3.12340
Cl -1.54925 -3.26378 0.01559
Cl -2.50539 -1.72594 -2.39638
S -2.27974 1.85925 -0.56558
S -0.73284 3.04019 -2.50549
C -1.42532 -1.82183 -1.04550
C -1.03224 1.57302 -1.69673
C -0.67821 -0.72141 -0.69664
C -0.40368 0.38018 -1.76861
N 0.27705 -0.73031 0.39988
N 0.46380 0.19899 -2.90858
C -0.68629 0.47578 2.24836
C 2.76867 -0.07549 0.16894
C -3.17209 3.16248 -1.45366
C -2.06567 4.15816 -1.89335
C 1.57930 -2.60580 2.09665
C 0.88671 -1.35797 2.70338
C 1.95013 -2.46522 0.58601
C -0.21953 -0.84782 1.81900
C 1.71504 -1.08634 -0.03652
H 0.02086 1.20115 1.83680
H -1.69978 0.71478 1.85502
H -0.60884 0.57357 3.34505
H 3.73507 -0.45126 -0.24525
H 2.51087 0.89480 -0.16540
H 2.94527 0.01311 1.24295
H -3.93035 3.65364 -0.92095
H -3.69346 2.74060 -2.26116
H -2.46200 4.83770 -2.67365
H -1.69985 4.78670 -1.08747
H 0.87057 -3.42224 2.15913
H 2.51336 -2.90594 2.69748
H 1.63649 -0.63848 3.00267
H 0.33301 -1.74399 3.63995
H 1.24549 -3.10852 0.01130
H 3.05925 -2.74889 0.44032
H -1.01603 -1.52913 1.84328
H 1.64339 -1.20937 -1.12124
```

The total energy comes out at -2482.7169 Ha. The charge is 0.



Record 2
# C13H18ClNO

One molecule with the formula C13H18ClNO (ωB97M-V/def2-TZVPD, the Open Molecules 2025 dataset).

```
34
C13H18ClNO, DFT ωB97M-V/def2-TZVPD
C 2.23656 2.43032 -0.99599
H 2.32224 2.26205 -2.06666
H 3.19383 2.77971 -0.61970
H 1.47792 3.18907 -0.81895
C 1.86436 1.11617 -0.29641
N 2.93694 0.15951 -0.49272
H 2.87858 -0.19371 -1.44406
C 3.04594 -0.94948 0.45175
C 4.06395 -1.92644 -0.14359
H 4.98834 -1.40249 -0.37160
H 4.27796 -2.72799 0.55832
H 3.67794 -2.36601 -1.06073
C 3.59196 -0.40869 1.77854
H 4.49038 0.17306 1.59210
H 3.83577 -1.23151 2.44480
H 2.86551 0.22613 2.27939
C 1.72134 -1.69230 0.69649
H 0.99763 -1.05440 1.20084
H 1.89398 -2.56618 1.32021
H 1.29053 -2.02322 -0.24669
H 1.75256 1.29210 0.77321
C 0.56241 0.61265 -0.92544
O 0.57755 0.13711 -2.04035
C -0.70015 0.67078 -0.13684
C -1.75753 -0.11892 -0.58922
C -2.94481 -0.15748 0.11601
C -3.10340 0.58616 1.27614
C -2.06128 1.38699 1.71182
C -0.86660 1.43594 1.01562
H -0.07812 2.08153 1.36907
H -2.18418 1.97528 2.60866
H -4.03069 0.53948 1.82467
Cl -4.24648 -1.14372 -0.44897
H -1.62523 -0.69592 -1.49182
```

The total energy comes out at -1096.3629 Ha. The charge is 0. The structure (SMILES) is C[C@H](NC(C)(C)C)C(=O)c1cccc(Cl)c1.



Record 3
# C13H18F5I2OOsP2

C13H18F5I2OOsP2 as an isolated structure at a distorted geometry (ωB97M-V/def2-TZVPD, the Open Molecules 2025 dataset).

```
42
C13H18F5I2OOsP2, DFT ωB97M-V/def2-TZVPD
I 0.26890 2.91037 -2.72410
I 2.13867 -1.56175 -1.34059
Os 0.46458 0.19693 -0.77085
P 1.98635 1.15972 0.58378
C 3.53307 1.88533 -0.38395
C 1.38158 2.56901 1.54451
H 2.14194 2.89892 2.25693
H 3.25126 0.63206 2.57128
H 0.45618 2.31146 2.06574
H 1.97439 -0.59655 2.26944
H 3.10916 2.61929 -1.08667
H 1.16851 3.35277 0.81228
C 2.74541 0.03359 1.81757
H 4.24873 2.34233 0.33483
H 3.44664 -0.58600 1.25023
H 3.95725 1.02117 -0.91879
P -1.16986 -0.90710 -1.84870
C -0.88558 -1.00900 -3.79098
C -1.37632 -2.66172 -1.36152
H -3.06575 0.01369 -0.65458
H -3.56800 -0.83604 -2.15491
H -2.76879 0.77452 -2.23422
C -2.82045 -0.17939 -1.70212
H -1.32916 -2.75539 -0.27300
H -2.33018 -3.02056 -1.74252
H -1.72162 -1.56780 -4.26657
H 0.08514 -1.51616 -3.90465
H -0.53346 -3.19007 -1.81597
H -0.83178 0.03809 -4.12672
C 1.57075 0.50321 -2.52194
O 2.24029 0.74950 -3.61896
F -1.88952 1.82353 0.89224
C -1.65571 0.67122 1.57048
C -0.67833 -0.25253 1.09593
C -0.56800 -1.35248 1.88511
F 0.36871 -2.34722 1.52201
C -1.28003 -1.64513 3.04938
F -1.06616 -2.80402 3.75436
C -2.25563 -0.69914 3.50567
F -2.97280 -0.92039 4.61871
C -2.42957 0.47865 2.73215
F -3.34082 1.42308 3.10967
```

The multiplicity is 5. The total energy comes out at -2448.2026 Ha. The expectation value of S² is 6.041. The charge is +3.



Record 4
# C13H18GeNNiS5

C13H18GeNNiS5 as an isolated structure (ωB97M-V/def2-TZVPD, the Open Molecules 2025 dataset).

```
39
C13H18GeNNiS5, DFT ωB97M-V/def2-TZVPD
Ni 0.10806 -0.18626 -0.12422
S 4.88946 5.13426 0.49480
C 3.79393 3.89363 0.35586
S 2.12297 4.12442 0.01775
C 1.63318 2.44798 0.00779
C 2.61351 1.55538 0.24845
S 2.31798 -0.15617 0.28294
S 4.20040 2.23126 0.51988
S -0.01628 1.98142 -0.29945
C -2.73918 -1.66373 2.36952
Ge -3.00919 -1.53863 0.41842
C -2.94614 -3.37572 -0.30151
C -4.89797 -1.00721 0.18580
C -1.84714 -0.21911 -0.38822
H -3.08612 -2.62466 2.75580
H -3.30332 -0.87249 2.86676
H -1.69052 -1.53714 2.63720
H -3.57510 -4.02429 0.31300
H -1.94087 -3.79404 -0.31679
H -3.33857 -3.39141 -1.32079
H -5.57355 -1.70595 0.68501
H -5.15566 -0.97719 -0.87474
H -5.06212 -0.01124 0.60082
H -2.21572 0.71726 0.04994
H -2.08654 -0.15020 -1.45806
C 0.92717 -6.36369 -0.56323
C 0.71706 -4.88233 -0.43672
C 0.54700 -4.07040 -1.55001
C 0.32279 -2.71611 -1.38345
N 0.27843 -2.13631 -0.18394
C 0.46569 -2.90191 0.89234
C 0.67153 -4.26581 0.80827
H 1.07482 -6.65446 -1.60228
H 0.06036 -6.90494 -0.17917
H 1.79662 -6.68414 0.01194
H 0.57839 -4.48548 -2.54908
H 0.17799 -2.05733 -2.22915
H 0.46819 -2.38568 1.84179
H 0.80854 -4.83899 1.71653
```

The total energy comes out at -6137.1881 Ha. The charge is -1.



Record 5
# C13H18N2

A 2-piece molecular cluster, C13H18N2 overall at a distorted geometry (ωB97M-V/def2-TZVPD, the Open Molecules 2025 dataset).

```
33
C13H18N2, DFT ωB97M-V/def2-TZVPD
C -3.91796 0.90262 0.79820
C -3.41636 1.82299 -0.14718
C -3.42559 -0.43410 0.88970
C -2.23756 1.42133 -0.86872
C -2.31457 -0.82154 0.18711
C -1.68197 0.13951 -0.66793
C -1.60613 -2.05912 -0.01855
C -0.58238 -1.86933 -0.84876
C -0.50605 -0.52115 -1.13865
C 2.39625 1.34400 -0.60566
C 3.04477 -0.28256 1.34701
C 2.45305 -1.15542 -0.81307
C 2.16287 0.05895 0.10283
N 0.32128 0.77470 1.28107
N 0.82435 -0.09898 0.52734
H -4.85555 1.14105 1.31593
H -3.92678 2.69289 -0.28692
H -3.96345 -1.17372 1.50601
H -1.84300 2.17005 -1.67490
H -1.69400 -2.98046 0.42705
H 0.14602 -2.57390 -1.27275
H 0.08845 -0.18910 -1.90039
H 2.22705 2.22039 0.00691
H 3.43989 1.51073 -0.90561
H 1.81296 1.41299 -1.60759
H 4.03818 -0.21320 1.17765
H 2.82800 -1.32137 1.62541
H 2.93882 0.37317 2.23122
H 2.08559 -1.02567 -1.94176
H 3.44398 -1.40106 -1.09783
H 1.92275 -1.96389 -0.26380
H -0.57746 0.38544 1.59566
H 0.37457 1.71376 1.04094
```

The total energy comes out at -615.4882 Ha. The charge is 0.



Record 6
# C13H18N2O3

One molecule with the formula C13H18N2O3 (ωB97M-V/def2-TZVPD, the Open Molecules 2025 dataset).

```
36
C13H18N2O3, DFT ωB97M-V/def2-TZVPD
C -0.34008 -4.04904 3.05701
H -0.89150 -4.01073 3.99858
H 0.48539 -3.33611 3.10384
H 0.03263 -5.05275 2.87074
O -1.19959 -3.73460 1.96978
C -1.82959 -2.55710 2.03279
O -1.72258 -1.79138 2.95389
C -2.64880 -2.31075 0.78855
H -3.52771 -1.72521 1.06132
H -2.95575 -3.26413 0.35993
C -1.79633 -1.52862 -0.21738
H -0.94108 -2.13463 -0.52063
C -2.60292 -1.13660 -1.45271
H -3.43355 -0.48904 -1.15881
C -1.73595 -0.41805 -2.49019
N -1.15877 0.80515 -1.98479
C 0.15620 0.85643 -1.60164
O 0.93371 -0.04449 -1.82650
N 0.47783 2.04346 -0.98329
C 1.72367 2.47804 -0.52438
C 1.79961 3.75435 0.03129
C 3.00204 4.24024 0.50652
C 4.14498 3.46190 0.43462
C 4.07104 2.19400 -0.11635
C 2.87276 1.69658 -0.59457
H 2.81726 0.71088 -1.02387
H 4.95751 1.58007 -0.17636
H 5.08475 3.84213 0.80569
H 3.04512 5.23122 0.93429
H 0.90927 4.36657 0.08952
H -0.26205 2.72297 -0.87621
H -1.80511 1.50057 -1.64709
H -2.33355 -0.18747 -3.37830
H -0.89539 -1.05182 -2.78054
H -3.02364 -2.03044 -1.91598
H -1.40982 -0.63160 0.27121
```

The total energy comes out at -841.4509 Ha. The charge is 0. The structure (SMILES) is COC(=O)CCCCNC(=O)Nc1ccccc1.